{"formula": "C5H9N3", "method": "the ωB97M-V functional and the def2-TZVPD basis", "lumo_ev": 1.00, "e_above_lowest_kj_mol": 237.8, "smiles": "CNc1[nH]ccc1N", "species": ["C", "N", "C", "N", "C", "C", "C", "N", "H", "H", "H", "H", "H", "H", "H", "H", "H"], "coordinates": [[-0.4088, -0.0899, -2.3644], [-1.2648, -0.0660, -1.1150], [-0.4650, 0.2236, 0.0684], [0.4484, 1.3094, 0.0516], [1.1932, 1.3178, 1.1776], [1.0755, 0.1839, 1.8153], [0.0561, -0.5607, 1.1095], [-0.0818, -1.8964, 1.4016], [0.3775, -0.8302, -2.2347], [0.2275, 0.7730, -2.7968], [-0.9283, -0.4864, -3.3091], [-2.1554, 0.3796, -0.9987], [-0.0531, 2.1280, -0.3896], [1.6772, 2.0960, 1.6874], [1.5767, -0.1263, 2.6466], [-0.2621, -2.1267, 2.3725], [-1.0127, -2.2287, 0.8779]]}

***

{"formula": "C5H9N3", "method": "the ωB97M-V functional and the def2-TZVPD basis", "lumo_ev": 0.85, "e_above_lowest_kj_mol": 975.1, "smiles": "C1=NNC[C@@H]2C[C@H]1N2", "species": ["C", "N", "N", "C", "C", "C", "C", "N", "H", "H", "H", "H", "H", "H", "H", "H", "H"], "coordinates": [[0.1576, -1.5187, -0.4301], [-0.4232, -0.8599, -1.5115], [-1.2071, 0.3339, -1.3764], [-0.9197, 1.5654, -0.5009], [0.1043, 0.7305, 0.3900], [1.4327, 0.0548, 1.1152], [0.5300, -1.1762, 1.0443], [-0.7093, -0.3641, 1.1669], [0.6478, -2.3829, -0.6241], [-1.1736, 0.7431, -2.4579], [-0.4844, 2.3834, -1.2194], [-1.6306, 2.1718, 0.1037], [0.5025, 0.1537, -0.5010], [2.3348, 0.5337, 0.5510], [1.3786, 0.2511, 2.0845], [0.8696, -1.9451, 1.8191], [-1.4102, -0.6746, 0.3466]]}

***

{"formula": "C5H9N3", "method": "the ωB97M-V functional and the def2-TZVPD basis", "lumo_ev": 0.42, "e_above_lowest_kj_mol": 529.1, "species": ["C", "C", "C", "C", "C", "H", "H", "H", "H", "H", "H", "H", "H", "H", "N", "N", "N"], "coordinates": [[-0.5270, 1.9142, -0.8740], [0.0601, 0.5999, -0.3476], [1.1958, -1.2900, 0.0814], [2.4800, -1.8979, 0.4056], [-0.2233, -1.5280, 0.5265], [-2.3663, 1.3017, -1.0584], [-2.1014, 1.9383, 0.5191], [-0.0954, 3.0378, -0.2776], [-0.1507, 2.3364, -1.9743], [2.3703, -2.8696, 0.9071], [3.3003, -1.6562, -0.1666], [-0.7371, -2.4082, 0.5045], [-0.3007, -1.4502, 1.5385], [-1.2975, 0.2025, 1.1534], [-1.9434, 2.0425, -0.4694], [1.2797, 0.1209, -0.6220], [-0.9432, -0.3942, 0.1537]]}

***

Respective HOMO values: -7.45, -8.19, -8.29 eV.